1.
Density functional theory data (wB97M-V/def2-TZVPD) for a 3-piece molecular cluster, C4H10NO3 overall.

Geometry as XYZ:
```
18
Properties=species:S:1:pos:R:3:mulliken_charge:R:1
C 0.391 1.257 -0.719 -0.9492
C 1.723 0.437 -0.595 -0.5597
N 1.970 -0.834 0.179 -0.7137
C 1.494 -0.227 1.340 -0.9007
C -2.864 0.009 0.354 0.1504
O -2.886 -0.970 -0.447 -0.7283
O -3.613 1.019 0.351 -0.6931
H 0.046 1.790 0.166 0.3194
H 0.531 2.069 -1.499 0.3646
H -0.455 0.607 -1.115 0.1552
H 2.547 1.123 -0.355 0.4089
H 1.830 0.125 -1.676 0.3942
H 1.842 0.761 1.684 0.3620
H 1.152 -0.836 2.189 0.2986
H -1.953 0.024 1.037 0.1734
H 0.213 -1.899 -0.275 0.2875
H -1.404 -1.969 -0.324 0.4267
O -0.564 -2.486 -0.295 -0.7964
```

Properties
- energy (Eh) = -438.74937
- frontier orbital gap (spin up / spin down) (hartree) = 0.168 / 0.263
- total charge = -2
- spin multiplicity = 2
- highest occupied orbital energy (spin up / spin down) (eV) = 2.303 / -0.290
- expectation value of S² = 0.75

=====

2.
Density functional theory data (wB97M-V/def2-TZVPD) for C5H6KN2OSSe as an isolated structure.

Geometry as XYZ:
```
17
Properties=species:S:1:pos:R:3:mulliken_charge:R:1
K 0.216 1.790 -1.166 0.8255
S -4.496 3.475 -0.151 -0.5559
C -3.030 3.012 -0.578 0.1967
N -1.958 2.664 -0.891 -0.5241
Se 4.894 0.754 -1.944 -0.3756
C 3.163 0.659 -2.101 0.1607
N 2.010 0.586 -2.202 -0.6904
C 0.100 -1.367 2.192 -1.1172
C 0.067 -0.721 0.827 0.9469
C -0.348 -1.566 -0.344 -1.1383
O 0.370 0.439 0.698 -0.6190
H -0.171 -2.417 2.177 0.3329
H -0.580 -0.817 2.842 0.3022
H 1.101 -1.245 2.601 0.3074
H -0.553 -2.595 -0.071 0.3229
H 0.447 -1.529 -1.087 0.3305
H -1.233 -1.122 -0.801 0.2950
```

Properties
- energy (Eh) = -3778.55545
- frontier orbital gap (hartree) = 0.255
- total charge = -1
- highest occupied orbital energy (eV) = -4.581